DFT (the ωB97M-V functional and the def2-TZVPD basis) results for a gas-phase ion, C4H9N2O (charge +1).

Last column: natural (NBO) charge in e.
Cartesian coordinates (Å):
H  2.32188  0.23757  1.94346  0.36
N  1.72961  0.02190  1.04756  -0.14
N  0.72006  0.75932  1.01671  -0.02
C  0.34405  1.93649  1.68464  -0.50
C  -0.37614  0.26186  -0.28838  0.76
O  -1.26177  1.02611  -0.48564  -0.42
C  -0.02307  -1.08225  -0.86345  -0.51
C  -1.06723  -1.65905  -1.85701  -0.62
H  -0.72511  2.13789  1.41227  0.28
H  1.01172  2.66647  1.26407  0.27
H  0.42147  1.79897  2.84403  0.27
H  -0.05586  -1.56676  0.12526  0.25
H  0.89416  -1.10623  -1.25053  0.26
H  -1.28499  -0.88199  -2.58939  0.23
H  -0.62640  -2.40108  -2.50749  0.25
H  -2.02239  -2.14922  -1.49613  0.25

Force components x, y, z for each atom (eV/Å):
-0.7 0.0 -1.8
-1.1 1.7 2.6
1.1 -3.7 -2.8
-1.3 0.2 2.8
-1.7 2.0 -1.4
2.0 -1.5 0.9
-4.7 0.0 2.7
-0.7 0.2 -0.4
1.1 0.0 0.2
0.1 0.9 0.3
0.1 0.5 -2.1
0.5 -1.0 -0.5
3.9 0.0 -1.2
-0.5 0.2 0.2
0.6 -0.4 0.3
1.2 1.1 0.2

Lowest unoccupied orbital energy, eV: -6.1
Energy above the lowest of the compared OMol25 structures with the same formula, charge and spin, eV: 4.285
M, g mol⁻¹: 101.13
E_HOMO, eV: -15.7
Total charge: +1

***

DFT (the ωB97M-V functional and the def2-TZVPD basis) results for a molecular structure, C3H8IN2O.

Last column: natural (NBO) charge in e.
Cartesian coordinates (Å):
C  1.04430  0.25058  -0.04752  0.23
C  -1.34008  1.15433  0.33558  -0.45
C  0.18807  -0.82761  -0.47597  0.11
N  -0.25509  0.66165  -0.46903  -0.40
N  -0.42820  -1.74008  0.28325  -0.77
O  2.17042  0.72433  -0.59103  -0.65
I  3.75962  -0.50004  -0.08700  0.53
H  1.21351  0.21285  0.98765  0.19
H  -1.52691  2.23067  -0.01554  0.26
H  -1.04080  1.28473  1.40399  0.24
H  -2.21169  0.43331  0.39395  0.25
H  0.35743  -1.25296  -1.46486  0.24
H  -0.17284  1.10176  -1.34230  0.44
H  -0.52329  -1.64452  1.23842  0.39
H  -1.23445  -2.08898  -0.14958  0.40

Force components x, y, z for each atom (eV/Å):
1.4 -1.5 2.8
-1.0 1.7 1.9
1.1 -1.1 -2.4
-0.4 0.4 -0.5
0.1 -0.4 -0.4
1.3 0.0 -1.6
-0.8 0.7 -0.4
-0.8 0.3 2.0
-0.4 -1.8 0.4
0.1 -0.2 -0.8
0.9 1.1 -0.7
-0.2 0.8 -0.3
-0.2 0.6 -1.7
0.0 0.3 2.3
-1.2 -1.0 -0.5

Lowest unoccupied orbital energy, eV: -5.2
Energy above the lowest of the compared OMol25 structures with the same formula, charge and spin, eV: 2.662
M, g mol⁻¹: 215.01
E_HOMO, eV: -13.7
Total charge: +1